Molecular formula: C60H144F2N4O7P3S2
Method: DFT, ωB97M-V/def2-TZVPD

```
222
C60H144F2N4O7P3S2 (ωB97M-V/def2-TZVPD)
C 4.3368 0.1064 1.9354
C 3.9991 -1.3472 2.3423
C 4.2219 -2.3775 1.1315
O 3.9880 -3.7680 1.4810
C 2.6288 -4.1623 1.5370
N 4.9101 -1.8286 3.5348
H 4.7068 -1.3947 4.4240
H 5.0098 -2.8335 3.5547
H 5.8830 -1.5697 3.4544
H 3.9494 0.2466 0.9263
H 5.3970 0.3368 1.8304
H 3.8237 0.8355 2.5625
H 2.9973 -1.2978 2.7688
H 5.2540 -2.4741 0.7947
H 3.7113 -2.0715 0.2184
H 2.1925 -4.2130 0.5394
H 2.0633 -3.3570 2.0060
H 2.7795 -4.9912 2.2286
C -6.5648 -1.9078 -5.6091
C -5.9734 -3.2176 -6.0353
C -4.4522 -3.2167 -6.2640
O -3.7872 -2.4631 -5.2724
C -2.3424 -2.5918 -5.3638
N -6.2691 -4.2926 -4.9385
H -5.9055 -4.0133 -4.0385
H -7.2725 -4.3609 -5.0310
H -5.9218 -5.1946 -5.2315
H -7.5875 -2.1171 -5.2953
H -6.5699 -1.1764 -6.4173
H -6.0460 -1.5069 -4.7384
H -6.5411 -3.5233 -6.9141
H -4.3580 -2.7131 -7.2261
H -4.0738 -4.2323 -6.3800
H -2.0094 -2.2668 -6.3495
H -1.9768 -3.6072 -5.2106
H -1.8016 -2.0115 -4.6162
C -2.5123 1.8160 -2.8892
C -3.4818 0.6578 -3.2021
C -4.4308 0.1804 -1.9567
O -5.3868 -0.8134 -2.2815
C -6.2619 -1.2230 -1.2187
N -4.2976 1.0385 -4.4468
H -3.7108 1.3396 -5.2117
H -4.7345 0.2297 -4.8650
H -4.8687 1.8381 -4.2133
H -1.6029 1.7366 -3.4849
H -2.0908 1.6858 -1.8924
H -3.0128 2.7792 -2.9882
H -3.0196 -0.2315 -3.6307
H -5.0896 1.0128 -1.7094
H -3.8492 -0.2001 -1.1170
H -7.3176 -1.2381 -1.4894
H -6.1310 -0.6784 -0.2836
H -5.9849 -2.2530 -0.9938
C 6.7356 -2.9693 -2.3387
C 5.9325 -1.6973 -2.3440
C 4.6946 -1.6459 -3.2601
C 4.1516 -0.1900 -3.3747
P 2.6950 -0.0267 -4.5035
C 1.7388 1.4769 -4.2486
C 2.5249 2.7758 -4.2962
C 2.7490 3.4784 -2.9676
C 3.6571 4.7812 -3.0365
C 1.7564 -1.5417 -4.7073
C 2.3721 -2.5497 -5.7004
C 1.6670 -3.8608 -5.6405
C 1.8624 -4.5570 -4.2695
C 3.5089 0.1850 -6.1530
C 2.6223 0.7433 -7.2954
C 3.3133 1.9980 -8.0213
C 2.8202 2.3079 -9.4616
H 6.1005 -3.8201 -2.0921
H 7.5898 -2.9535 -1.6618
H 7.1732 -3.1332 -3.3235
H 6.5908 -0.8532 -2.5496
H 5.8433 -1.5076 -1.2744
H 3.9187 -2.2559 -2.7975
H 4.8536 -1.8754 -4.3137
H 4.8965 0.5494 -3.6689
H 3.6803 0.1368 -2.4477
H 1.2610 1.3168 -3.2820
H 0.9757 1.4255 -5.0252
H 2.1155 3.5093 -4.9908
H 3.4603 2.6343 -4.8376
H 3.2392 2.6860 -2.4020
H 1.7807 3.6770 -2.5083
H 4.6890 4.5038 -3.2515
H 3.3921 5.1348 -2.0401
H 3.2667 5.3956 -3.8479
H 0.7626 -1.1826 -4.9746
H 1.7908 -1.8996 -3.6783
H 3.4494 -2.6586 -5.5759
H 2.2883 -2.2270 -6.7382
H 2.1101 -4.4485 -6.4445
H 0.6459 -3.6376 -5.9499
H 1.2488 -4.0801 -3.5051
H 2.9324 -4.6310 -4.0754
H 1.3556 -5.5155 -4.1581
H 3.9993 -0.7453 -6.4395
H 4.4078 0.7851 -6.0118
H 1.5962 0.9563 -6.9955
H 2.5934 -0.0558 -8.0362
H 4.3977 1.9208 -8.1001
H 3.1282 2.8782 -7.4057
H 3.3663 3.1825 -9.8150
H 1.7567 2.5215 -9.5685
H 3.0369 1.4208 -10.0567
C -1.2555 8.9787 2.2700
C 0.1343 9.5208 2.2350
C 1.2483 8.5700 2.4650
C 1.1746 8.0047 3.8872
P 2.5357 6.8624 4.2725
C 4.1851 7.6475 4.4543
C 4.2860 8.5695 5.7507
C 5.1086 8.0414 6.8973
C 4.9966 8.9115 8.2231
C 2.0861 6.0424 5.9202
C 0.6533 5.5643 6.1484
C 0.4723 5.0250 7.5684
C 1.1452 3.6323 7.8465
C 2.5498 5.5355 2.8736
C 1.2677 4.6251 2.7941
C 0.9806 3.9335 1.4576
C 0.7109 4.8834 0.3361
H -1.7040 8.4747 3.1261
H -1.3898 8.1240 1.6069
H -2.0166 9.7206 2.0285
H 0.1172 10.2990 2.9981
H 0.2103 9.9537 1.2375
H 2.2432 9.0028 2.3603
H 1.1476 7.8167 1.6837
H 0.2649 7.4053 3.9233
H 1.1836 8.8307 4.5983
H 4.3129 8.3377 3.6204
H 4.9429 6.8689 4.3667
H 3.3514 8.9732 6.1403
H 4.8355 9.4691 5.4732
H 6.1411 8.0586 6.5484
H 4.8342 6.9935 7.0187
H 4.0209 8.7634 8.6859
H 5.1612 9.9581 7.9671
H 5.8153 8.6599 8.8974
H 2.3807 6.7925 6.6541
H 2.7946 5.2273 6.0674
H 0.2845 4.8617 5.4010
H 0.0394 6.4592 6.0462
H -0.5819 4.8047 7.7359
H 0.9032 5.7105 8.2982
H 2.2277 3.7515 7.8940
H 0.9685 2.9691 6.9998
H 0.8449 3.2120 8.8063
H 3.3637 4.8256 3.0209
H 2.6954 6.1191 1.9646
H 0.4235 5.2428 3.1008
H 1.2363 3.8509 3.5607
H 0.1225 3.2762 1.5983
H 1.7545 3.2468 1.1148
H 1.4952 5.6110 0.1273
H -0.2051 5.3927 0.6353
H 0.4641 4.3725 -0.5946
C -2.5534 -9.1787 5.1106
C -2.3650 -8.9910 3.5692
C -3.1514 -7.7038 3.0244
C -2.6448 -6.4260 3.7099
P -3.4035 -4.9742 2.9603
C -3.2175 -4.9970 1.0624
C -3.4407 -3.6790 0.2637
C -3.5813 -3.9737 -1.1927
C -2.3546 -4.6554 -1.8435
C -5.2086 -4.7006 3.2973
C -6.1438 -5.9129 3.3469
C -7.5533 -5.3166 3.1820
C -7.9736 -4.3485 4.2832
C -2.4041 -3.4342 3.5525
C -0.9231 -3.4869 3.3612
C -0.1239 -2.2852 3.7733
C -0.6404 -0.9840 3.3606
H -3.6080 -9.3726 5.3063
H -2.2512 -8.3298 5.7239
H -1.9398 -10.0119 5.4533
H -2.7499 -9.8743 3.0596
H -1.3291 -8.7739 3.3086
H -4.2200 -7.9179 3.0443
H -2.9279 -7.6239 1.9605
H -1.5709 -6.3508 3.5392
H -2.7838 -6.4225 4.7910
H -3.8082 -5.8568 0.7464
H -2.2034 -5.2920 0.7926
H -2.6809 -2.9155 0.4305
H -4.3309 -3.1165 0.5450
H -3.7790 -3.0827 -1.7887
H -4.5319 -4.4676 -1.3936
H -2.1591 -5.7111 -1.6549
H -1.5533 -4.1261 -1.3279
H -2.4487 -4.4088 -2.9011
H -5.4776 -4.0940 2.4326
H -5.2540 -4.0061 4.1361
H -6.0620 -6.4585 4.2869
H -5.9297 -6.5231 2.4694
H -8.3390 -6.0692 3.1159
H -7.7371 -4.7508 2.2687
H -7.3398 -3.4691 4.3976
H -7.8190 -4.8030 5.2618
H -9.0200 -4.0433 4.2773
H -2.5616 -3.2876 4.6211
H -2.9131 -2.6057 3.0601
H -0.6823 -3.6573 2.3119
H -0.5146 -4.3680 3.8560
H 0.8984 -2.4853 3.4524
H -0.1100 -2.3706 4.8599
H -0.8395 -1.0341 2.2901
H -0.0269 -0.1067 3.5660
H -1.6462 -0.7743 3.7246
N 1.0279 -0.6441 -1.7809
S 0.9699 0.3573 -0.3907
O 1.2701 -0.2556 0.8726
O -0.0283 1.4767 -0.4090
F 2.2535 1.2348 -0.6407
S -0.1039 -1.4782 -1.2974
O -1.4266 -0.9095 -1.2432
O 0.1930 -2.6028 -0.3956
F -0.2969 -2.3187 -2.6734
```

Molar mass ... 1228.88 g/mol
<S²> ... 0.751
Spin multiplicity ... 2
Highest occupied orbital energy (alpha / beta) ... -10.005 / -14.866 eV
Charge ... +4